72
Properties=species:S:1:pos:R:3:forces:R:3 method="wB97M-V/def2-TZVPD" e_lumo_ev="-2.8258 / -2.8258" homo_energy_ev="-9.203 / -9.202" homo_lumo_gap_ev="6.38 / 6.38" total_charge=+1 total_energy_ev=-118087.6893 spin_multiplicity=1 de_lowest_kj_mol=9.2
Ni 0.002 0.335 -0.099 -0.1 -0.2 -0.1
N -1.353 -1.230 0.128 0.0 0.1 -0.1
C -1.265 -2.142 1.244 0.0 0.0 0.0
C -2.227 -3.127 1.409 0.0 0.0 0.0
C -2.155 -4.014 2.473 0.0 0.0 0.0
C -1.108 -3.932 3.376 0.0 0.0 0.0
C -0.147 -2.947 3.223 0.0 0.0 0.0
C -0.215 -2.040 2.162 0.1 0.0 0.1
P 0.981 -0.697 2.092 0.1 -0.2 -0.1
C 2.285 -1.053 3.285 0.0 0.0 0.0
C 3.127 -2.129 2.993 0.0 0.0 0.0
C 4.190 -2.428 3.827 0.0 0.0 0.0
C 4.437 -1.639 4.944 0.0 0.0 0.0
C 3.622 -0.554 5.223 0.0 0.0 0.0
C 2.545 -0.260 4.399 0.0 0.0 0.0
C 1.640 -0.481 0.500 0.0 0.0 0.1
C 2.075 -1.593 -0.314 0.0 0.0 0.0
C 2.736 -1.366 -1.476 0.0 0.0 0.0
C 3.031 -0.032 -1.899 0.0 0.0 0.0
C 2.646 1.034 -1.154 0.0 0.0 0.0
C 1.884 0.878 0.056 0.1 0.0 0.0
H -1.013 -1.685 -0.720 0.0 0.0 0.0
H -2.326 -1.000 -0.050 0.0 0.0 0.0
H -3.038 -3.200 0.694 0.0 0.0 0.0
H -2.917 -4.773 2.589 0.0 0.0 0.0
H -1.042 -4.625 4.203 0.0 0.0 0.0
H 0.660 -2.871 3.938 0.0 0.0 0.0
H 2.956 -2.737 2.112 0.0 0.0 0.0
H 4.832 -3.268 3.601 0.0 0.0 0.0
H 5.274 -1.868 5.591 0.0 0.0 0.0
H 3.822 0.069 6.085 0.0 0.0 0.0
H 1.914 0.588 4.618 0.0 0.0 0.0
H 1.875 -2.609 0.011 0.0 0.0 0.0
H 3.067 -2.203 -2.078 0.0 0.0 0.0
H 3.601 0.119 -2.807 0.0 0.0 0.0
H 2.916 2.037 -1.465 0.0 0.0 0.0
H 1.922 1.689 0.777 0.0 0.0 0.0
Cl -0.736 -0.307 5.335 0.0 0.0 0.0
C -1.591 0.559 4.115 0.1 0.0 0.0
C -2.919 0.931 4.392 0.0 0.0 0.0
C -3.611 1.679 3.491 0.1 0.0 0.0
Cl -5.227 2.159 3.865 0.0 0.0 0.0
C -3.019 2.073 2.262 -0.1 0.1 0.0
C -3.674 2.904 1.322 0.1 0.0 0.0
C -3.028 3.256 0.176 0.0 0.0 0.1
C -1.750 2.718 -0.068 0.0 0.0 -0.1
N -1.118 1.922 0.760 -0.2 0.0 0.4
C -1.707 1.640 1.964 0.0 0.1 -0.2
C -0.981 0.895 2.936 -0.1 0.0 -0.1
O 0.355 0.634 2.752 0.1 0.1 0.1
H -3.363 0.640 5.333 0.0 0.0 0.0
H -4.673 3.258 1.535 0.0 0.0 0.0
H -3.484 3.911 -0.552 0.0 0.0 0.0
H -1.238 2.929 -1.000 0.0 0.0 0.0
N -0.450 0.581 -2.098 0.0 0.0 0.1
C -0.371 0.898 -3.209 0.0 0.1 0.0
N -0.283 1.255 -4.464 0.1 -0.1 -0.1
C -1.185 2.263 -5.036 0.0 0.0 0.0
C -1.783 1.746 -6.346 0.0 0.0 0.0
C -0.777 0.863 -7.108 0.0 0.0 0.0
C 0.657 1.207 -6.719 0.0 0.0 0.0
C 0.899 0.856 -5.254 0.0 0.0 0.0
H -0.620 3.184 -5.200 0.0 0.0 0.0
H -1.958 2.481 -4.302 0.0 0.0 0.0
H -2.074 2.607 -6.950 0.0 0.0 0.0
H -2.692 1.180 -6.140 0.0 0.0 0.0
H -0.919 0.974 -8.182 0.0 0.0 0.0
H -0.959 -0.189 -6.876 0.0 0.0 0.0
H 0.852 2.268 -6.893 0.0 0.0 0.0
H 1.373 0.655 -7.327 0.0 0.0 0.0
H 1.794 1.349 -4.866 0.0 0.0 0.0
H 1.027 -0.222 -5.141 0.0 0.0 0.0